No. 1
{
  "formula": "C3H9N2O",
  "method": "wB97M-V/def2-TZVPD",
  "elements": ["C", "C", "C", "N", "N", "O", "H", "H", "H", "H", "H", "H", "H", "H", "H"],
  "coordinates": [[0.080, 0.337, -0.640], [-0.613, 1.569, -0.010], [2.169, -2.431, 0.412], [0.486, -0.926, 0.238], [-1.981, 2.004, -0.147], [1.418, -1.551, -0.464], [-0.461, -0.102, -1.494], [1.075, 0.598, -1.168], [-0.028, 2.138, 0.769], [1.801, -3.505, 0.335], [2.126, -2.063, 1.434], [3.085, -2.440, -0.019], [-2.559, 1.968, 0.752], [-2.390, 1.447, -0.885], [-2.109, 3.070, -0.452]],
  "atomic_forces_ev_per_a": [[0.788, -0.877, -0.999], [3.429, -0.679, 1.503], [-2.905, -1.714, 0.423], [-1.292, 2.374, -0.052], [-1.057, 2.312, 0.123], [-0.058, 0.233, 0.225], [-0.433, 0.273, 0.272], [-1.412, 0.330, 1.137], [-0.918, -0.649, -1.017], [-0.012, 1.453, 0.207], [0.125, -0.022, -0.141], [3.076, 0.166, -0.862], [0.777, -0.440, -1.230], [-0.800, -0.247, -0.146], [0.689, -2.514, 0.557]],
  "mulliken_charge": [-0.417, -0.343, -0.480, -0.340, -0.332, -0.057, 0.269, 0.353, 0.363, 0.243, 0.294, 0.254, 0.403, 0.369, 0.421],
  "homo_lumo_gap_ev": [6.68, 9.23],
  "spin_multiplicity": 1,
  "relative_energy_kj_mol": 705.5,
  "e_lumo_ev": [-5.45, -4.12],
  "charge": 1,
  "e_tot_ha": -303.981651
}

=====

No. 2
{
  "formula": "C42H76Cl10N8",
  "method": "wB97M-V/def2-TZVPD",
  "elements": ["C", "C", "C", "C", "N", "H", "H", "H", "H", "H", "H", "H", "C", "C", "C", "C", "N", "H", "H", "H", "H", "H", "H", "H", "C", "C", "C", "C", "N", "H", "H", "H", "H", "H", "H", "H", "C", "C", "C", "C", "N", "H", "H", "H", "H", "H", "H", "H", "C", "C", "C", "C", "N", "H", "H", "H", "H", "H", "H", "H", "C", "C", "C", "C", "N", "H", "H", "H", "H", "H", "H", "H", "C", "C", "C", "C", "N", "H", "H", "H", "H", "H", "H", "H", "C", "C", "C", "C", "N", "H", "H", "H", "H", "H", "H", "H", "Cl", "C", "C", "Cl", "H", "H", "H", "H", "Cl", "C", "C", "Cl", "H", "H", "H", "H", "Cl", "C", "C", "Cl", "H", "H", "H", "H", "Cl", "C", "C", "Cl", "H", "H", "H", "H", "Cl", "C", "C", "Cl", "H", "H", "H", "H"],
  "coordinates": [[-3.177, -1.022, 3.677], [-2.348, 0.255, 3.335], [-2.742, 1.050, 2.085], [-4.181, 1.377, 2.031], [-5.296, 1.669, 1.989], [-2.798, -1.588, 4.528], [-3.413, -1.611, 2.791], [-4.153, -0.666, 4.005], [-1.280, 0.081, 3.200], [-2.457, 1.038, 4.085], [-2.456, 0.409, 1.251], [-2.135, 1.954, 2.028], [-1.498, -0.399, -1.512], [-2.434, -1.329, -2.207], [-2.135, -1.566, -3.716], [-2.059, -0.352, -4.486], [-2.108, 0.625, -5.124], [-1.657, -0.338, -0.435], [-1.585, 0.633, -1.851], [-0.478, -0.744, -1.678], [-3.441, -0.920, -2.125], [-2.463, -2.328, -1.772], [-2.808, -2.307, -4.148], [-1.173, -2.078, -3.759], [-0.879, 5.238, -0.106], [-1.292, 4.567, -1.397], [-0.935, 3.063, -1.375], [-1.247, 2.489, -2.688], [-1.540, 2.083, -3.735], [-0.556, 6.275, -0.194], [-0.024, 4.731, 0.342], [-1.696, 5.188, 0.614], [-0.910, 5.034, -2.304], [-2.376, 4.672, -1.448], [-1.555, 2.427, -0.742], [0.132, 2.922, -1.207], [0.257, 3.429, 1.704], [1.153, 2.699, 2.686], [2.442, 2.081, 2.076], [3.312, 3.042, 1.342], [4.024, 3.798, 0.823], [0.667, 4.253, 1.120], [-0.522, 3.833, 2.351], [-0.232, 2.850, 0.920], [0.603, 1.948, 3.254], [1.444, 3.373, 3.492], [2.101, 1.292, 1.405], [3.110, 1.611, 2.798], [-5.299, -0.233, -1.201], [-4.225, 0.203, -0.209], [-3.709, 1.628, -0.562], [-3.562, 2.029, -2.019], [-3.422, 2.403, -3.094], [-5.503, -1.287, -1.008], [-4.924, -0.139, -2.220], [-6.210, 0.327, -0.992], [-3.363, -0.454, -0.328], [-4.682, 0.223, 0.780], [-2.704, 1.589, -0.142], [-4.311, 2.347, -0.007], [1.401, -2.658, 5.001], [-0.107, -2.363, 5.160], [-1.015, -2.842, 3.902], [-0.624, -2.226, 2.613], [-0.265, -1.692, 1.651], [1.976, -2.106, 5.744], [1.876, -2.362, 4.066], [1.616, -3.725, 4.956], [-0.248, -1.283, 5.182], [-0.565, -2.756, 6.068], [-2.065, -2.581, 4.033], [-0.916, -3.926, 3.835], [0.794, 1.130, -2.267], [0.881, 0.424, -3.654], [2.293, 0.368, -4.319], [2.809, 1.646, -4.744], [3.248, 2.665, -5.046], [1.684, 1.020, -1.648], [-0.101, 0.911, -1.683], [0.761, 2.207, -2.434], [0.142, 0.988, -4.224], [0.550, -0.610, -3.561], [2.281, -0.309, -5.172], [2.998, -0.011, -3.578], [3.266, -2.267, 0.239], [4.371, -1.606, -0.607], [4.135, -1.793, -2.134], [3.760, -3.176, -2.546], [3.473, -4.279, -2.899], [3.602, -2.356, 1.272], [2.853, -3.246, -0.004], [2.441, -1.568, 0.370], [5.339, -2.083, -0.456], [4.417, -0.535, -0.413], [5.015, -1.433, -2.667], [3.235, -1.240, -2.403], [-1.428, 1.540, 0.227], [-0.411, 0.346, 1.150], [0.595, -0.422, 0.253], [2.074, 0.536, -0.196], [-1.087, -0.369, 1.618], [0.068, 0.903, 1.956], [0.075, -0.713, -0.660], [1.017, -1.352, 0.634], [1.180, 0.162, 2.952], [2.655, -0.282, 2.011], [3.766, -0.501, 3.081], [5.128, -1.307, 2.169], [2.913, 0.508, 1.306], [2.472, -1.203, 1.456], [3.463, -1.036, 3.981], [4.216, 0.418, 3.456], [1.581, -0.920, -1.715], [1.023, -2.438, -2.535], [0.128, -3.324, -1.651], [0.832, -4.155, -0.303], [1.860, -3.029, -2.909], [0.597, -2.130, -3.490], [-0.269, -4.149, -2.241], [-0.717, -2.777, -1.234], [4.865, 3.434, -1.842], [3.541, 2.282, -1.916], [4.017, 1.006, -1.254], [4.449, 1.284, 0.479], [3.214, 2.061, -2.932], [2.694, 2.815, -1.485], [4.923, 0.649, -1.744], [3.262, 0.219, -1.244], [-1.906, -1.267, 0.473], [-3.065, -2.601, 0.779], [-2.413, -3.932, 0.457], [-2.227, -4.123, -1.325], [-3.909, -2.526, 0.094], [-3.364, -2.601, 1.827], [-3.024, -4.698, 0.934], [-1.395, -4.016, 0.836]],
  "atomic_forces_ev_per_a": [[-1.238, 2.410, 0.167], [-0.548, 0.464, 0.829], [-2.492, -1.067, 2.650], [0.226, 0.990, 1.884], [0.385, 0.252, 0.871], [-0.553, 0.937, -0.188], [0.442, 0.310, 0.889], [-0.207, 0.121, 0.008], [-0.324, -0.218, 0.744], [0.157, -0.568, 0.852], [-2.068, 0.572, 1.321], [-0.858, -0.056, 1.078], [0.385, 1.772, -5.286], [-1.293, 0.179, -0.969], [0.698, -0.536, 1.363], [-0.912, 1.552, -2.255], [-0.508, -3.949, -0.513], [1.016, 4.188, -6.530], [-0.374, -1.087, -1.049], [-1.394, 0.014, -1.544], [0.365, -0.357, -0.362], [-0.158, 1.553, -0.289], [-0.421, 0.325, -0.048], [0.051, 0.128, -0.211], [0.455, 0.523, -0.085], [-0.617, -0.099, -0.006], [-1.203, 4.359, -4.626], [2.024, 0.968, -1.988], [4.087, 3.072, 2.169], [-0.356, 0.134, -0.279], [-1.410, 1.298, -1.636], [0.063, 0.064, 0.165], [0.269, 0.045, 0.115], [-0.098, -0.181, -0.427], [0.056, 5.733, -4.876], [-0.644, 0.091, 0.907], [0.548, -0.050, 1.077], [0.982, 1.915, 0.340], [-0.653, 3.935, 0.634], [-1.069, 2.604, 0.675], [-1.516, 0.627, 1.515], [1.609, -0.839, 1.994], [-0.348, 0.401, -0.367], [0.900, 0.257, 0.919], [-0.064, 1.432, -0.362], [0.137, 0.573, -0.124], [-0.655, 3.751, 0.807], [-0.427, 0.883, 0.232], [0.006, -0.271, 0.789], [-0.883, 0.516, -2.827], [-3.246, 0.535, -1.943], [-2.477, -0.861, 2.465], [-4.330, 0.481, 0.538], [-0.283, -0.200, -0.206], [-0.691, 0.302, -0.053], [-0.070, 0.058, -0.502], [-1.720, 0.601, 0.222], [0.500, -0.921, -1.118], [-6.246, 0.685, -1.641], [-0.056, 0.333, -0.745], [-0.278, -0.285, -0.340], [-0.468, 0.437, -2.181], [1.439, -0.211, 0.643], [1.423, -1.260, 1.444], [0.923, -7.792, 6.785], [-0.039, -0.486, 0.363], [-0.776, 0.514, -0.348], [-0.038, -0.147, 0.837], [0.074, 0.152, 0.232], [0.259, -0.246, -0.059], [1.166, -1.199, 0.077], [0.008, -0.096, -0.290], [1.169, 2.678, -3.680], [-0.746, 1.534, -0.165], [-1.043, -0.168, 0.600], [-0.001, 0.670, -0.936], [-0.124, -0.149, -0.194], [-1.902, 1.675, -3.414], [1.449, 0.207, -0.533], [0.487, -0.397, -0.793], [0.476, -0.386, -0.748], [-0.311, 1.101, -0.726], [0.016, -0.031, -0.009], [0.120, -0.052, -0.363], [0.487, -0.689, 0.317], [-0.508, -2.130, -0.989], [0.230, -1.040, 0.022], [0.730, -3.925, -1.038], [1.398, 4.227, 1.436], [0.089, -0.814, -0.773], [0.721, 0.400, -0.733], [0.750, -1.730, -2.156], [0.028, 0.138, 0.552], [0.657, -2.119, 0.459], [-0.051, -0.304, -0.310], [1.560, -0.243, -0.554], [13.089, -7.254, 7.093], [1.223, 3.068, -0.508], [-0.465, 2.984, 1.472], [-5.974, 1.145, 5.737], [1.412, 2.957, 0.398], [-1.698, 0.973, -2.486], [0.532, 0.864, 2.629], [0.096, 1.452, -0.557], [4.266, -5.396, 4.678], [1.658, -3.330, 4.649], [0.224, -0.018, -0.967], [0.911, 0.513, 2.145], [1.339, -3.087, 2.624], [-0.122, 1.215, 2.684], [0.111, -0.475, -0.453], [-0.093, 0.103, -0.193], [0.345, -9.804, -4.908], [0.831, -0.928, -0.181], [0.776, 1.578, -1.801], [0.575, -0.754, 0.865], [-0.335, 0.299, 0.551], [-0.721, -0.388, 0.427], [0.522, 0.603, -0.434], [1.218, 0.298, -0.388], [0.505, 0.318, -1.085], [0.184, 0.278, 0.219], [2.064, 2.074, -1.721], [3.786, -1.569, -2.325], [0.762, 0.406, 0.524], [0.113, -0.392, 0.498], [0.087, 0.395, -0.023], [2.560, 0.589, -1.776], [-8.820, -12.070, 3.797], [0.545, -1.278, 0.166], [0.224, 0.245, 0.393], [-3.530, -3.945, 1.609], [-0.145, 0.640, 0.297], [-0.160, -0.506, -0.669], [-0.014, -0.360, -0.644], [-0.203, 0.040, 0.063]],
  "mulliken_charge": [-2.059, 0.615, 0.715, -0.504, -0.783, 0.700, -0.121, 0.696, -0.360, 0.743, -0.562, 0.244, 0.678, 0.941, -0.488, -0.080, -0.583, -1.579, 1.131, 2.312, -0.636, -1.120, 0.747, 0.011, -0.529, -1.465, 2.284, -0.614, -0.511, 0.470, -0.407, 0.257, 0.479, 0.312, -1.514, -0.629, -0.063, -0.895, 0.299, -0.250, -0.736, 0.370, 0.629, -0.501, 0.483, 0.545, -1.265, 1.183, -1.976, 0.016, 1.275, -0.643, -0.676, 0.343, 0.624, 0.390, 0.266, 0.241, -0.391, 0.676, -0.944, -0.292, -1.910, 0.424, 0.271, 0.356, -0.147, 0.420, 0.164, 0.578, 0.064, 0.672, -1.445, -1.013, -0.324, -0.174, -0.660, -0.701, -0.272, 2.409, 1.077, -0.879, 0.792, 0.367, -1.146, -0.825, 0.703, -0.031, -0.828, 0.679, 0.724, 1.446, 0.531, 0.146, 0.740, -0.642, 1.076, -0.942, 1.369, 1.706, -0.739, -1.452, -1.839, 0.638, 0.166, 0.409, 0.035, -0.173, -0.722, -1.247, 0.411, 0.369, 0.031, -1.580, -0.180, -0.212, 0.580, 0.422, 1.166, -1.050, -0.121, 1.626, -0.678, -0.003, -0.992, -0.450, 0.892, -0.701, 2.468, -1.036, 0.012, -0.261, 0.407, 0.953, 0.630, -0.049],
  "homo_lumo_gap_ev": 7.80,
  "spin_multiplicity": 1,
  "e_lumo_ev": -0.22,
  "e_tot_ha": -6683.596496
}

=====

No. 3
{
  "formula": "C4H9NO2S",
  "method": "wB97M-V/def2-TZVPD",
  "elements": ["C", "C", "C", "C", "H", "H", "H", "H", "H", "H", "H", "H", "H", "N", "O", "O", "S"],
  "coordinates": [[-2.231, 1.450, 0.226], [-1.747, -1.383, 0.326], [1.369, -0.506, -0.666], [2.553, 0.530, -0.444], [-1.137, 1.766, 0.208], [-3.047, 2.049, -0.311], [-2.652, 1.325, 1.225], [-1.659, -1.115, 1.297], [-2.427, -2.289, 0.037], [1.633, -1.344, -1.264], [2.642, 1.273, -1.330], [2.268, 1.152, 0.377], [3.501, -0.232, 1.053], [0.324, -0.617, 0.024], [-0.438, -1.741, -0.150], [3.714, -0.165, 0.009], [-2.668, -0.154, -0.619]],
  "atomic_forces_ev_per_a": [[-1.356, -0.420, -0.927], [-1.602, -2.593, -4.501], [1.713, -0.141, 0.204], [-2.134, 0.231, -0.474], [-1.770, -0.341, -0.274], [1.820, 0.080, 0.679], [0.567, 0.234, 0.156], [-0.149, 0.569, 3.191], [1.569, 1.168, 1.312], [0.312, -0.677, -1.038], [0.558, -1.823, 1.128], [-0.644, 0.729, 0.377], [1.149, -0.076, -3.717], [0.230, 2.003, 1.138], [-0.301, 0.203, -0.620], [-1.086, 0.076, 2.922], [1.124, 0.778, 0.446]],
  "mulliken_charge": [-0.692, -0.340, -0.120, -0.476, 0.216, 0.272, 0.256, 0.409, 0.236, 0.453, 0.283, 0.282, 0.355, -0.390, -0.156, -0.520, -0.068],
  "homo_lumo_gap_ev": 9.76,
  "spin_multiplicity": 1,
  "relative_energy_kj_mol": 448.8,
  "e_lumo_ev": 0.78,
  "e_tot_ha": -761.092486,
  "smiles": "CSCO/N=C/CO"
}

=====

No. 4
{
  "formula": "C2H16NO5",
  "method": "wB97M-V/def2-TZVPD",
  "elements": ["C", "C", "N", "H", "H", "H", "H", "H", "H", "H", "H", "O", "H", "H", "O", "H", "H", "O", "H", "H", "O", "H", "H", "O"],
  "coordinates": [[1.883, -0.793, -2.573], [2.014, -2.479, -0.867], [1.398, -1.501, -1.467], [1.337, 0.149, -2.578], [1.842, -1.178, -3.624], [3.004, -0.643, -2.429], [2.983, -2.958, -0.957], [1.682, -2.970, 0.104], [0.413, -1.305, -1.160], [0.023, 0.643, 0.111], [-0.226, -0.512, 1.025], [0.266, -0.260, 0.265], [-2.322, -0.662, 1.564], [-2.074, 0.518, 2.414], [-1.942, 0.128, 1.532], [0.065, 2.029, 4.320], [-0.084, 1.991, 2.834], [-0.301, 1.574, 3.628], [-4.695, -0.710, -1.396], [-4.180, 0.757, -0.900], [-4.101, -0.035, -1.461], [1.622, 2.331, 0.440], [0.702, 3.399, 0.546], [0.691, 2.487, 0.629]],
  "atomic_forces_ev_per_a": [[1.895, 0.902, -0.825], [1.463, -4.461, 3.910], [-2.681, 0.490, -1.481], [0.343, 0.361, -0.221], [-0.484, -0.496, 0.723], [-1.212, 0.280, -0.049], [0.307, 1.017, -1.422], [-0.671, 1.334, -1.276], [1.888, -0.222, -0.505], [-0.367, 0.749, 0.048], [-0.728, 0.013, 1.005], [0.864, -0.119, -0.318], [-2.737, -5.374, 0.055], [0.259, -0.123, -0.349], [1.891, 5.572, 0.740], [1.456, 1.842, 2.554], [0.796, 1.088, -2.054], [-2.275, -2.974, -0.664], [-2.831, -2.103, 0.978], [-0.636, -1.253, -0.164], [3.489, 3.325, -0.800], [0.154, -0.865, 0.078], [-0.727, 3.072, -0.219], [0.542, -2.055, 0.257]],
  "mulliken_spin": [0.025, 0.668, 0.268, 0.006, 0.013, 0.006, 0.035, 0.013, -0.045, 0.003, 0.001, 0.004, 0.000, 0.001, 0.001, 0.000, 0.000, 0.000, 0.000, 0.000, 0.001, 0.000, -0.001, 0.002],
  "homo_lumo_gap_ev": [4.86, 9.41],
  "spin_multiplicity": 2,
  "relative_energy_kj_mol": 197.1,
  "e_lumo_ev": [0.27, 0.27],
  "e_tot_ha": -516.600165
}